No. 1
Density functional theory data (the ωB97M-V functional and the def2-TZVPD basis) for a structure of composition C21H35Cl2GeN4O6Rb.

Geometry as XYZ:
```
70
Properties=species:S:1:pos:R:3:nbo_charge:R:1
O 1.494 -0.887 -1.527 -0.954
C -5.656 1.335 -0.623 -0.156
H 3.756 -2.334 -2.242 0.216
H 2.125 -1.042 3.270 0.203
H 3.358 2.731 -2.736 0.212
H 1.842 -4.152 -0.770 0.188
O -1.394 3.176 1.127 -0.604
C -3.930 0.180 0.576 0.092
H 5.387 0.581 2.536 0.194
H 2.176 4.262 -1.081 0.200
N -1.035 3.387 2.307 0.274
Rb -0.278 0.382 0.804 0.866
O -0.660 2.368 2.924 -0.595
C 3.185 -0.883 3.058 -0.610
Cl -3.686 -1.222 4.380 0.094
C 2.811 -2.540 -2.746 -0.636
H 4.981 1.137 0.907 0.216
H 5.218 -0.585 1.204 0.207
C 1.207 3.871 -1.401 -0.627
H -1.418 -3.197 2.432 0.342
O 1.821 1.661 -0.833 -0.965
N -1.297 -4.010 1.834 -0.683
H 0.236 -2.068 -3.479 0.199
H 1.751 1.384 2.837 0.221
H -2.821 0.854 -2.395 0.215
Cl -7.597 1.305 1.770 0.042
H 3.676 -0.575 3.985 0.191
C 1.376 2.446 -1.921 0.281
N -1.751 -3.718 0.504 -0.672
C 2.368 2.431 -3.084 -0.640
H 2.046 3.123 -3.868 0.193
H 0.807 4.531 -2.177 0.182
C 4.821 0.338 1.632 -0.636
H 0.097 0.856 -2.645 0.231
H 0.530 3.883 -0.546 0.243
H 0.315 -3.715 -2.814 0.192
H -0.717 2.046 -1.598 0.204
H 2.455 1.435 -3.523 0.211
C -3.394 -0.481 1.798 0.497
H -6.642 1.773 -0.679 0.229
C -6.011 0.641 1.761 0.027
C 1.746 -3.084 -0.547 -0.621
H -0.302 -4.190 1.772 0.345
H 2.607 -2.752 0.032 0.223
H 3.374 1.937 3.241 0.190
C -4.276 -0.498 2.962 -0.070
Ge 2.951 0.173 -0.940 1.259
H 3.614 -1.832 2.729 0.200
H -5.094 1.844 -2.624 0.225
H 2.712 2.210 1.612 0.232
O -2.273 -0.970 1.823 -0.555
C 0.330 -2.652 -2.560 -0.610
C -3.527 0.810 -1.573 0.081
C -4.802 1.374 -1.696 -0.235
H 2.759 -1.898 -3.629 0.206
H -1.738 -2.714 0.356 0.343
H 0.854 -2.949 0.069 0.196
O 2.592 -0.295 0.853 -0.967
H -0.533 -2.444 -1.925 0.206
H -0.340 2.475 -3.269 0.187
C -5.544 0.049 2.917 -0.265
H 2.811 -3.585 -3.068 0.192
H -6.174 0.019 3.794 0.245
C 2.762 1.505 2.444 -0.639
N -3.100 0.226 -0.470 -0.384
H -2.714 -4.021 0.442 0.333
C -5.221 0.725 0.562 -0.067
C 1.615 -2.261 -1.831 0.257
C 0.018 1.917 -2.398 -0.650
C 3.337 0.173 1.964 0.261
```

Computed properties:
E_HOMO (alpha / beta) = -4.12 / -4.12 eV
Largest force on an atom = 1.18 eV/Å
LUMO energy (alpha / beta) = 1.344 / -0.697 eV
<S²> = 0.79
DFT total energy = -4513.1047 hartree
Multiplicity = 2
Charge = -1

No. 2
Density functional theory data (the ωB97M-V functional and the def2-TZVPD basis) for an isolated molecule of C3H5FN2.

Geometry as XYZ:
```
11
Properties=species:S:1:pos:R:3:nbo_charge:R:1
N -0.024 1.246 0.205 -0.628
C -1.157 -0.838 -0.060 0.125
N -0.083 -1.262 0.400 -0.424
H -1.637 0.812 -1.276 0.215
C 0.795 0.041 0.436 0.435
H 1.353 -0.035 1.353 0.161
F 1.661 -0.098 -0.599 -0.347
H -2.040 -1.490 -0.660 0.192
C -1.247 0.641 -0.309 -0.318
H -0.094 1.808 0.993 0.383
H -2.127 0.831 0.352 0.207
```

Computed properties:
E_HOMO = -10.15 eV
Largest force on an atom = 4.47 eV/Å
LUMO energy = 0.932 eV
DFT total energy = -326.6321 hartree
Structure (SMILES) = F[C@@H]1N=CCN1
Charge = 0

No. 3
Density functional theory data (the ωB97M-V functional and the def2-TZVPD basis) for an isolated molecule of C5H7BrO.

Geometry as XYZ:
```
14
Properties=species:S:1:pos:R:3:nbo_charge:R:1
H 2.083 0.507 -0.476 0.215
C -1.298 0.467 -0.241 0.210
H 1.292 0.486 -1.940 0.224
C 0.093 0.090 0.047 -0.277
H -0.467 0.133 2.127 0.207
H 0.164 -1.650 -1.176 0.215
C 0.720 -1.149 -0.448 -0.394
H -1.706 1.393 -0.161 0.178
H 1.427 -1.675 0.271 0.237
O -2.368 -0.388 -0.040 -0.654
H -1.992 -1.316 -0.204 0.476
C 1.237 0.168 -0.881 -0.373
Br 0.610 2.380 1.750 0.017
C 0.206 0.555 1.373 -0.281
```

Computed properties:
E_HOMO (alpha / beta) = -7.77 / -7.51 eV
Largest force on an atom = 3.93 eV/Å
LUMO energy (alpha / beta) = 0.557 / 0.297 eV
DFT total energy = -2843.8053 hartree
Charge = 0

No. 4
Density functional theory data (the ωB97M-V functional and the def2-TZVPD basis) for a cluster of 2 separate species, C8H15N4 in total.

Geometry as XYZ:
```
27
Properties=species:S:1:pos:R:3:nbo_charge:R:1
H -0.696 -2.174 2.610 0.211
N -0.962 -0.416 -1.264 -0.834
H -2.136 1.924 0.835 0.216
N 1.037 -2.753 1.236 -0.547
H -2.117 -2.116 0.477 0.242
H -0.809 0.566 -1.329 0.409
N 0.827 -0.770 0.077 -0.576
C -0.759 2.610 -0.430 -0.022
H 0.932 2.555 -1.830 0.218
H -1.693 -0.891 -1.783 0.418
C 0.224 3.152 -1.279 -0.457
C -1.027 -2.078 0.474 -0.344
C -1.301 2.997 -1.680 -0.474
H -0.723 -3.695 1.886 0.238
H -1.445 2.550 -2.638 0.240
H 1.235 0.037 -0.462 0.439
H -0.429 1.963 1.546 0.208
H 3.309 -0.886 -0.012 0.430
H 3.588 -2.326 1.228 0.453
H 0.323 4.201 -1.154 0.243
C -0.382 -2.706 1.640 -0.234
H -1.744 3.963 -1.727 0.234
H 1.755 -3.448 1.607 0.426
C -0.484 -1.102 -0.181 0.362
N 2.964 -1.553 0.681 -0.783
C 1.607 -1.645 0.746 0.678
C -1.097 2.040 0.725 -0.391
```

Computed properties:
E_HOMO = -11.99 eV
Largest force on an atom = 4.17 eV/Å
LUMO energy = -3.094 eV
DFT total energy = -532.5109 hartree
Charge = +1

No. 5
Density functional theory data (the ωB97M-V functional and the def2-TZVPD basis) for an isolated molecule of C7H9N3O3.

Geometry as XYZ:
```
22
Properties=species:S:1:pos:R:3:nbo_charge:R:1
H 2.902 0.210 -0.641 0.217
H 2.134 0.811 1.516 0.221
O -2.021 1.229 -1.375 -0.364
H 0.926 0.583 -2.033 0.224
C -0.864 0.233 0.234 -0.121
H -2.457 -2.539 0.039 0.395
C -0.239 -0.790 -0.903 0.284
H 1.339 1.915 0.288 0.228
C 0.134 0.405 1.389 -0.415
H 2.173 -1.067 0.005 0.203
H 1.460 -1.089 -2.248 0.239
C 1.430 0.841 0.772 -0.413
H -0.310 1.246 2.021 0.253
N -1.254 1.440 -0.453 0.530
N -0.887 -1.931 -0.929 -0.207
O -0.916 2.541 -0.045 -0.359
O -2.683 -0.563 1.622 -0.542
C -1.963 -0.739 0.694 0.669
C 1.037 -0.326 -1.510 -0.462
C 1.935 -0.101 -0.313 -0.396
N -1.909 -1.794 -0.157 -0.425
H 0.032 -0.516 2.027 0.239
```

Computed properties:
E_HOMO = -9.41 eV
Largest force on an atom = 5.98 eV/Å
LUMO energy = -0.219 eV
DFT total energy = -661.9746 hartree
Structure (SMILES) = O=C1NN=C2CCCC[C@]12[N+](=O)[O-]
Charge = 0

No. 6
Density functional theory data (the ωB97M-V functional and the def2-TZVPD basis) for a structure of composition C16H16I2N3ORb.

Geometry as XYZ:
```
39
Properties=species:S:1:pos:R:3:nbo_charge:R:1
Rb 1.165 0.879 -0.442 0.952
H -1.333 1.838 3.465 0.222
N -1.180 -0.901 -0.733 -0.455
O 1.427 -1.559 -1.234 -0.847
C -1.804 -3.244 -0.763 -0.112
C 0.581 -2.495 -1.117 0.451
C 1.391 3.866 1.273 -0.233
C -1.172 3.298 0.396 -0.238
H 2.394 4.076 1.621 0.221
H -2.177 3.083 0.051 0.218
C -3.464 -1.535 -0.410 -0.269
H 0.905 2.663 2.980 0.220
C 0.894 -3.858 -1.199 -0.316
C -0.743 2.771 1.615 -0.007
H 4.667 0.568 -1.800 0.342
H 0.269 -5.899 -1.179 0.230
C -1.386 -4.596 -0.886 -0.217
H -0.697 4.500 -1.311 0.220
C -0.836 -2.207 -0.866 0.068
N 3.938 -0.251 -0.073 -0.709
H 4.638 1.566 -0.499 0.346
H -4.480 -1.210 -0.233 0.218
C -1.644 1.876 2.422 -0.641
H -2.666 0.470 -0.421 0.173
C -0.061 -4.872 -1.093 -0.221
H -3.901 -3.624 -0.452 0.225
C -3.142 -2.857 -0.531 -0.136
C 0.953 4.377 0.060 -0.187
H -1.630 0.855 2.032 0.232
H -2.677 2.222 2.386 0.224
I -2.731 -6.187 -0.749 0.113
H 1.609 4.993 -0.543 0.212
H 4.806 -0.752 0.085 0.340
C -2.436 -0.589 -0.516 0.023
I 2.890 -4.362 -1.500 0.106
C 0.549 3.071 2.041 -0.240
C -0.336 4.092 -0.376 -0.221
H 3.292 -0.908 -0.513 0.393
N 4.125 0.844 -0.988 -0.703
```

Computed properties:
E_HOMO = -6.65 eV
Largest force on an atom = 0.39 eV/Å
LUMO energy = -0.103 eV
DFT total energy = -1478.3050 hartree
Charge = 0

The lowest charge belongs to which entry? C21H35Cl2GeN4O6Rb